{
  "formula": "C54H84O42",
  "method": "ωB97M-V with the def2-TZVPD basis set",
  "e_homo_ev": -10.47,
  "lumo_ev": -0.10,
  "total_energy_ha": -5267.991705,
  "orbital_gap_ev": 10.37,
  "largest_force_ev_per_a": 7.02,
  "e_above_lowest_kj_mol": 0.0,
  "symbols": ["C", "C", "C", "O", "C", "O", "O", "H", "H", "H", "H", "H", "H", "C", "C", "C", "O", "C", "O", "O", "H", "H", "H", "H", "H", "H", "C", "C", "C", "O", "C", "O", "O", "H", "H", "H", "H", "H", "H", "C", "C", "C", "O", "C", "O", "O", "H", "H", "H", "H", "H", "H", "C", "C", "C", "O", "C", "O", "O", "H", "H", "H", "H", "H", "H", "C", "C", "C", "O", "C", "O", "O", "H", "H", "H", "H", "H", "H", "C", "C", "C", "O", "C", "O", "O", "H", "H", "H", "H", "H", "H", "C", "C", "C", "O", "C", "O", "O", "H", "H", "H", "H", "H", "H", "C", "C", "C", "O", "C", "O", "O", "H", "H", "H", "H", "H", "H", "C", "C", "C", "O", "C", "O", "O", "H", "H", "H", "H", "H", "H", "C", "C", "C", "O", "C", "O", "O", "H", "H", "H", "H", "H", "H", "C", "C", "C", "O", "C", "O", "O", "H", "H", "H", "H", "H", "H", "C", "O", "C", "O", "O", "C", "H", "H", "H", "H", "H", "H", "C", "O", "C", "O", "O", "C", "H", "H", "H", "H", "H", "H"],
  "coordinates": [[7.150, 7.886, 4.837], [5.729, 7.378, 4.670], [4.604, 8.352, 4.991], [3.888, 8.377, 3.842], [4.371, 7.558, 2.924], [3.930, 7.417, 1.789], [5.562, 6.989, 3.334], [7.792, 7.102, 4.435], [7.592, 8.097, 5.810], [7.183, 8.725, 4.142], [5.655, 6.452, 5.240], [4.987, 9.312, 5.338], [3.800, 7.922, 5.589], [-11.328, 0.862, -3.624], [-10.090, 0.877, -4.535], [-9.037, 1.988, -4.288], [-7.926, 1.199, -4.068], [-8.085, -0.082, -4.192], [-7.180, -0.925, -4.204], [-9.405, -0.291, -4.278], [-11.977, 0.032, -3.902], [-11.759, 1.864, -3.641], [-10.962, 0.590, -2.635], [-10.339, 0.800, -5.594], [-9.293, 2.649, -3.460], [-8.795, 2.598, -5.159], [-0.920, -5.943, -6.762], [-1.841, -6.988, -7.311], [-1.533, -7.448, -8.770], [-1.601, -8.802, -8.611], [-1.568, -9.179, -7.277], [-1.412, -10.280, -6.811], [-1.739, -8.156, -6.548], [-1.231, -5.806, -5.726], [-0.851, -5.031, -7.355], [0.030, -6.447, -6.586], [-2.858, -6.634, -7.139], [-0.587, -6.991, -9.063], [-2.360, -7.067, -9.369], [-6.031, 0.900, -11.400], [-4.699, 0.987, -10.679], [-3.934, -0.373, -10.427], [-2.665, -0.062, -10.858], [-2.666, 1.064, -11.616], [-1.670, 1.336, -12.281], [-3.838, 1.725, -11.549], [-6.538, 1.850, -11.564], [-6.724, 0.302, -10.809], [-5.996, 0.447, -12.391], [-4.790, 1.527, -9.736], [-4.387, -1.218, -10.945], [-3.880, -0.567, -9.356], [-3.638, -8.033, 7.322], [-2.582, -6.954, 7.162], [-3.001, -5.600, 6.677], [-3.072, -4.789, 7.809], [-2.548, -5.466, 8.901], [-2.227, -4.957, 9.926], [-2.245, -6.721, 8.511], [-4.403, -7.785, 8.057], [-3.241, -9.039, 7.461], [-4.314, -8.103, 6.470], [-1.732, -7.310, 6.580], [-3.787, -5.610, 5.921], [-2.157, -5.180, 6.131], [0.593, -6.887, 0.986], [-0.566, -7.376, 0.127], [-1.392, -8.628, 0.503], [-2.692, -8.175, 0.844], [-2.767, -6.870, 0.628], [-3.773, -6.220, 0.719], [-1.535, -6.370, 0.220], [0.254, -6.654, 1.996], [1.173, -6.040, 0.622], [1.171, -7.793, 1.171], [-0.285, -7.603, -0.901], [-0.922, -9.140, 1.343], [-1.381, -9.440, -0.225], [3.702, -3.168, 12.759], [4.323, -2.654, 11.407], [5.348, -3.638, 10.738], [4.793, -3.778, 9.410], [3.590, -3.269, 9.355], [2.881, -3.292, 8.342], [3.246, -2.694, 10.521], [4.379, -3.454, 13.565], [3.127, -4.078, 12.585], [3.118, -2.371, 13.219], [4.836, -1.718, 11.630], [5.382, -4.626, 11.198], [6.329, -3.163, 10.744], [-7.877, -0.673, 2.759], [-8.018, -0.847, 4.309], [-6.928, -0.049, 5.015], [-7.869, 0.439, 6.079], [-9.160, 0.241, 5.895], [-10.006, 0.684, 6.612], [-9.334, -0.388, 4.680], [-8.194, 0.284, 2.347], [-8.381, -1.517, 2.287], [-6.811, -0.800, 2.569], [-7.854, -1.889, 4.583], [-6.524, 0.717, 4.353], [-6.080, -0.610, 5.410], [1.938, 3.273, 8.733], [0.914, 2.795, 7.651], [-0.522, 2.774, 8.116], [-1.121, 3.534, 7.203], [-0.313, 4.107, 6.354], [-0.668, 4.897, 5.486], [0.949, 3.916, 6.724], [2.883, 3.732, 8.443], [2.179, 2.378, 9.307], [1.385, 3.918, 9.415], [1.167, 1.968, 6.987], [-0.466, 3.099, 9.155], [-0.957, 1.775, 8.155], [6.844, 1.114, 3.098], [7.994, 0.741, 4.085], [9.283, 1.519, 4.068], [9.484, 1.821, 5.427], [8.502, 1.375, 6.125], [8.396, 1.455, 7.352], [7.543, 0.927, 5.437], [5.847, 1.008, 3.525], [7.066, 0.546, 2.195], [6.871, 2.156, 2.779], [8.247, -0.316, 4.011], [9.220, 2.380, 3.403], [10.071, 0.897, 3.643], [-2.279, 10.532, -7.729], [-2.054, 9.014, -7.482], [-0.815, 8.647, -6.573], [-1.401, 7.593, -5.841], [-2.766, 7.749, -5.733], [-3.451, 7.159, -4.891], [-3.134, 8.666, -6.645], [-1.529, 11.145, -8.227], [-2.341, 11.146, -6.830], [-3.197, 10.648, -8.306], [-1.848, 8.457, -8.396], [-0.462, 9.393, -5.861], [0.066, 8.292, -7.109], [-0.591, 1.282, -3.070], [-0.161, 1.828, -1.692], [-1.400, 2.264, -0.888], [-1.359, 1.533, 0.303], [-0.359, 0.571, 0.213], [-0.170, -0.243, 1.052], [0.374, 0.752, -0.901], [-1.060, 2.119, -3.586], [-1.392, 0.542, -3.098], [0.280, 1.060, -3.687], [0.563, 2.627, -1.851], [-2.366, 2.118, -1.372], [-1.245, 3.317, -0.653], [9.267, -0.788, -3.363], [8.123, -1.644, -3.547], [8.134, -2.787, -2.976], [9.121, -3.439, -2.683], [6.866, -3.273, -2.943], [5.693, -2.604, -3.417], [9.458, -0.424, -2.354], [9.220, 0.049, -4.061], [10.244, -1.229, -3.559], [5.698, -1.514, -3.424], [4.821, -2.848, -2.810], [5.466, -2.903, -4.440], [5.742, 3.765, -4.765], [5.774, 2.783, -5.710], [4.909, 2.674, -6.721], [4.016, 3.465, -7.042], [5.134, 1.511, -7.270], [4.175, 0.903, -8.145], [6.639, 3.990, -4.189], [4.891, 3.567, -4.113], [5.688, 4.797, -5.112], [4.152, 1.319, -9.152], [3.164, 0.993, -7.747], [4.244, -0.182, -8.224]],
  "lowdin_charge": [-0.021, -0.354, -0.117, 0.085, -0.504, 0.127, 0.081, 0.083, 0.090, 0.093, 0.150, 0.142, 0.146, -0.007, -0.332, -0.081, 0.084, -0.548, 0.117, 0.077, 0.087, 0.087, 0.093, 0.152, 0.136, 0.136, -0.027, -0.330, -0.122, 0.069, -0.569, 0.153, 0.124, 0.089, 0.096, 0.095, 0.154, 0.133, 0.135, -0.034, -0.285, -0.109, 0.057, -0.514, 0.123, 0.088, 0.084, 0.085, 0.091, 0.150, 0.132, 0.132, -0.025, -0.318, -0.134, 0.063, -0.514, 0.172, 0.069, 0.095, 0.087, 0.078, 0.154, 0.140, 0.133, -0.014, -0.331, -0.090, 0.091, -0.531, 0.152, 0.059, 0.089, 0.091, 0.081, 0.146, 0.125, 0.132, -0.022, -0.294, -0.046, 0.083, -0.558, 0.112, 0.079, 0.075, 0.087, 0.078, 0.146, 0.130, 0.130, -0.022, -0.323, -0.024, 0.056, -0.576, 0.159, 0.076, 0.089, 0.078, 0.079, 0.149, 0.125, 0.134, -0.007, -0.254, -0.160, 0.115, -0.573, 0.126, 0.075, 0.085, 0.080, 0.079, 0.159, 0.130, 0.146, 0.003, -0.271, -0.092, 0.127, -0.671, 0.105, 0.129, 0.090, 0.081, 0.076, 0.152, 0.134, 0.137, -0.027, -0.279, -0.092, 0.030, -0.485, 0.121, 0.076, 0.078, 0.084, 0.080, 0.152, 0.131, 0.131, -0.031, -0.280, -0.127, 0.055, -0.536, 0.169, 0.082, 0.082, 0.091, 0.079, 0.150, 0.134, 0.133, -0.020, 0.015, -0.622, 0.123, 0.001, -0.050, 0.097, 0.095, 0.091, 0.088, 0.091, 0.092, -0.093, 0.009, -0.586, 0.105, 0.016, -0.029, 0.094, 0.105, 0.096, 0.098, 0.093, 0.091]
}

=====

{
  "formula": "C6H6IN",
  "method": "ωB97M-V with the def2-TZVPD basis set",
  "e_homo_ev": [-8.04, -8.04],
  "lumo_ev": [-3.25, -3.24],
  "total_energy_ha": -584.487973,
  "orbital_gap_ev": [4.79, 4.80],
  "largest_force_ev_per_a": 2.95,
  "e_above_lowest_kj_mol": 257.3,
  "symbols": ["C", "C", "C", "C", "C", "C", "N", "I", "H", "H", "H", "H", "H", "H"],
  "coordinates": [[2.011, -2.258, -0.125], [-0.945, -0.130, 0.673], [0.656, -0.253, -1.168], [0.045, 0.630, -0.101], [0.587, -0.369, 0.921], [1.197, -1.165, -0.089], [2.575, -3.237, -0.189], [4.144, 0.634, 0.493], [-1.334, 0.369, 1.523], [-1.472, -0.805, 0.015], [0.052, -0.364, -2.008], [1.640, 0.077, -1.480], [-0.034, 1.663, -0.218], [1.120, -0.086, 1.817]],
  "lowdin_charge": [-0.199, 0.018, -0.061, -0.193, -0.157, -0.122, 0.240, -0.240, 0.112, 0.121, 0.113, 0.102, 0.139, 0.129]
}

=====

{
  "formula": "C4H5OZn",
  "method": "ωB97M-V with the def2-TZVPD basis set",
  "total_charge": 1,
  "e_homo_ev": [-14.36, -12.79],
  "lumo_ev": [-5.93, -7.81],
  "total_energy_ha": -2009.396693,
  "orbital_gap_ev": [8.43, 4.99],
  "largest_force_ev_per_a": 4.51,
  "e_above_lowest_kj_mol": 256.7,
  "symbols": ["H", "C", "C", "C", "H", "H", "H", "C", "O", "Zn", "H"],
  "coordinates": [[-0.155, 0.778, -1.426], [-1.806, 0.193, -0.035], [-0.459, 0.247, -0.515], [-0.933, 0.780, 0.828], [-2.803, -0.203, -0.204], [0.270, -0.492, 1.186], [-0.800, 1.734, 1.338], [0.956, -0.804, 0.014], [2.228, -0.457, 0.255], [2.810, 0.096, -1.327], [0.692, -1.872, -0.115]],
  "lowdin_charge": [0.108, 0.090, -0.192, 0.043, 0.139, 0.202, 0.139, -0.249, -0.316, 0.893, 0.144]
}

=====

{
  "formula": "C20H48O9P2",
  "method": "ωB97M-V with the def2-TZVPD basis set",
  "e_homo_ev": -8.31,
  "lumo_ev": 0.16,
  "total_energy_ha": -2150.554768,
  "orbital_gap_ev": 8.47,
  "largest_force_ev_per_a": 7.50,
  "e_above_lowest_kj_mol": 0.0,
  "symbols": ["C", "C", "C", "O", "P", "O", "O", "O", "P", "C", "O", "H", "H", "H", "H", "H", "H", "H", "H", "C", "C", "O", "C", "C", "H", "H", "H", "H", "H", "H", "H", "H", "H", "H", "C", "C", "O", "C", "C", "H", "H", "H", "H", "H", "H", "H", "H", "H", "H", "C", "C", "O", "C", "C", "H", "H", "H", "H", "H", "H", "H", "H", "H", "H", "C", "C", "O", "C", "C", "H", "H", "H", "H", "H", "H", "H", "H", "H", "H"],
  "coordinates": [[2.290, 6.201, -1.292], [3.513, 5.695, -1.173], [4.922, 4.842, -1.209], [4.747, 3.418, -0.939], [4.360, 3.090, 0.695], [4.968, 1.696, 1.020], [5.006, 4.197, 1.817], [2.680, 2.937, 1.000], [1.750, 2.815, -0.462], [2.244, 1.294, -1.495], [0.108, 2.590, 0.077], [1.166, 6.290, -1.540], [5.282, 4.943, -2.308], [5.707, 5.360, -0.554], [4.868, 5.137, 1.537], [1.318, 0.631, -1.703], [3.016, 0.616, -0.981], [2.676, 1.714, -2.487], [-0.039, 3.348, 0.707], [-1.784, -4.533, -0.298], [-0.458, -3.850, -0.588], [-0.561, -2.781, -1.521], [-1.412, -1.702, -1.153], [-0.994, -1.013, 0.134], [-2.227, -4.916, -1.223], [-1.640, -5.366, 0.396], [-2.507, -3.848, 0.150], [0.226, -4.581, -1.027], [0.015, -3.501, 0.336], [-2.451, -2.043, -1.099], [-1.368, -0.977, -1.972], [-1.026, -1.690, 0.990], [-1.658, -0.171, 0.347], [0.030, -0.638, 0.052], [-2.868, -8.303, 4.590], [-2.519, -7.909, 3.164], [-2.204, -6.530, 3.017], [-1.095, -6.051, 3.769], [0.211, -6.753, 3.436], [-3.712, -7.708, 4.955], [-3.136, -9.362, 4.638], [-2.034, -8.139, 5.274], [-3.386, -8.100, 2.526], [-1.706, -8.527, 2.773], [-1.312, -6.110, 4.840], [-0.995, -4.988, 3.533], [0.171, -7.821, 3.659], [1.032, -6.320, 4.013], [0.439, -6.650, 2.371], [-5.901, -3.076, -5.631], [-4.559, -2.753, -6.266], [-3.661, -2.086, -5.388], [-3.303, -2.785, -4.201], [-2.621, -4.116, -4.465], [-6.381, -2.162, -5.266], [-6.562, -3.554, -6.360], [-5.798, -3.752, -4.781], [-4.723, -2.081, -7.112], [-4.090, -3.654, -6.674], [-4.181, -2.911, -3.558], [-2.612, -2.137, -3.654], [-3.270, -4.809, -5.005], [-2.334, -4.589, -3.523], [-1.722, -3.971, -5.071], [2.159, 7.123, 2.754], [3.437, 7.888, 3.056], [3.947, 8.605, 1.939], [3.094, 9.599, 1.384], [2.718, 10.693, 2.368], [2.320, 6.420, 1.929], [1.831, 6.564, 3.634], [1.345, 7.789, 2.462], [4.212, 7.174, 3.348], [3.301, 8.561, 3.908], [2.203, 9.133, 0.952], [3.641, 10.048, 0.549], [2.161, 10.302, 3.222], [2.096, 11.447, 1.879], [3.615, 11.181, 2.759]],
  "lowdin_charge": [0.043, -0.088, -0.220, -0.250, 0.587, -0.324, -0.143, -0.458, 0.866, -0.265, -0.335, 0.066, 0.141, 0.121, 0.068, 0.045, 0.059, 0.059, 0.051, -0.066, -0.272, -0.167, -0.291, -0.074, 0.066, 0.068, 0.071, 0.119, 0.105, 0.103, 0.113, 0.067, 0.080, 0.068, -0.082, -0.279, -0.173, -0.279, -0.079, 0.083, 0.078, 0.064, 0.118, 0.105, 0.105, 0.117, 0.066, 0.079, 0.078, -0.084, -0.281, -0.159, -0.270, -0.067, 0.082, 0.076, 0.064, 0.117, 0.104, 0.108, 0.100, 0.066, 0.059, 0.088, -0.077, -0.278, -0.171, -0.281, -0.081, 0.058, 0.081, 0.067, 0.113, 0.106, 0.101, 0.119, 0.065, 0.078, 0.083]
}